A molecular structure, C8H22N2O6PSn at a distorted geometry. Source: OMol25; level of theory: wB97M-V/def2-TZVPD.

Atoms and positions in Å:
Sn (-0.721, 0.970, 0.178)
P (1.804, -0.158, 2.003)
O (1.227, 0.431, 3.323)
O (3.062, -0.968, 2.357)
O (2.006, 1.038, 1.007)
O (0.728, -1.090, 1.422)
C (4.430, 2.408, -1.883)
C (2.956, 2.827, -1.839)
C (2.051, 1.716, -2.428)
O (0.639, 1.811, -2.358)
C (0.158, 2.938, -3.041)
N (2.579, 3.195, -0.497)
H (4.764, 2.001, -2.837)
H (4.434, 1.547, -1.203)
H (5.113, 3.110, -1.412)
H (2.856, 3.735, -2.448)
H (2.362, 0.821, -1.879)
H (2.406, 1.422, -3.424)
H (0.267, 3.843, -2.435)
H (-0.904, 2.911, -3.293)
H (0.653, 3.136, -3.996)
H (1.606, 3.496, -0.526)
H (2.444, 2.339, 0.056)
C (-3.635, -3.370, 3.191)
C (-2.612, -2.820, 2.183)
C (-3.332, -1.897, 1.135)
O (-2.537, -1.424, 0.037)
C (-2.284, -2.480, -0.881)
N (-1.516, -2.239, 2.944)
H (-4.115, -2.568, 3.755)
H (-3.221, -4.065, 3.920)
H (-4.413, -3.939, 2.672)
H (-2.240, -3.643, 1.570)
H (-3.733, -1.046, 1.690)
H (-4.212, -2.466, 0.815)
H (-1.611, -3.237, -0.480)
H (-1.765, -2.107, -1.766)
H (-3.219, -2.894, -1.265)
H (-0.703, -1.979, 2.377)
H (-1.772, -1.304, 3.259)

Summary:
Energy above the lowest of the compared OMol25 structures with the same formula, charge and spin in kJ/mol: 62.4
HOMO level in eV: -3.1
Net charge: -1
Electronic energy in eV: -39037.361
Gap between HOMO and LUMO in eV: 4.0

=====

2 unconnected molecules or ions with the total composition C8H22N3 at a distorted geometry. Source: OMol25; level of theory: wB97M-V/def2-TZVPD.

Atoms and positions in Å:
C (-4.087, -1.685, 0.881)
C (3.489, 0.441, 0.555)
C (3.451, -1.771, -0.534)
C (-0.197, 2.594, -0.457)
C (1.699, -0.178, -1.134)
C (-3.598, -0.345, 0.194)
C (2.546, -0.629, -0.028)
C (-0.414, 1.101, -0.288)
N (-0.355, 0.692, 1.167)
N (-1.611, 0.683, -0.873)
N (-2.207, -0.510, -0.310)
H (-3.662, -1.815, 1.877)
H (-5.161, -1.707, 0.784)
H (-3.773, -2.540, 0.144)
H (3.764, 1.250, -0.224)
H (3.008, 0.889, 1.348)
H (4.384, -0.094, 0.983)
H (4.099, -2.142, 0.335)
H (4.233, -1.451, -1.211)
H (2.751, -2.557, -0.989)
H (0.104, 2.828, -1.464)
H (-1.026, 3.212, -0.207)
H (0.542, 3.010, 0.116)
H (1.041, -0.941, -1.571)
H (1.954, 0.680, -1.840)
H (-3.586, 0.462, 0.923)
H (-4.237, 0.039, -0.552)
H (2.029, -1.091, 0.752)
H (-1.240, 1.032, 1.719)
H (-0.344, -0.355, 1.277)
H (-1.709, 1.065, -1.830)
H (0.519, 1.085, 1.501)
H (-2.407, -1.253, -1.043)

Summary:
Energy above the lowest of the compared OMol25 structures with the same formula, charge and spin in kJ/mol: 630.7
HOMO level (alpha / beta) in eV: -11.2 / -11.3
Net charge: +1
Electronic energy in eV: -13111.826
Gap between HOMO and LUMO (alpha / beta) in eV: 7.7 / 8.3

=====

3 unconnected molecules or ions with the total composition C8H22N6O6P at a distorted geometry. Source: OMol25; level of theory: wB97M-V/def2-TZVPD.

Atoms and positions in Å:
O (4.226, -1.471, -1.416)
C (3.515, -1.517, -0.426)
O (3.180, -2.692, 0.197)
C (2.973, -0.256, 0.206)
C (1.607, 0.210, -0.288)
N (1.446, 1.616, -0.022)
C (1.372, 1.952, 1.383)
C (0.603, 0.972, 2.308)
N (0.478, -0.433, 1.782)
C (0.387, -0.529, 0.297)
P (0.148, -2.288, -0.341)
O (-0.648, -2.930, 0.945)
O (-1.092, -1.965, -1.361)
H (3.972, -3.086, 0.571)
H (3.660, 0.525, -0.071)
H (3.039, -0.348, 1.287)
H (1.567, 0.050, -1.358)
H (0.680, 1.992, -0.552)
H (0.858, 2.897, 1.450)
H (2.349, 2.125, 1.810)
H (-0.363, 1.363, 2.592)
H (1.155, 0.892, 3.231)
H (-0.364, -0.848, 2.175)
H (1.238, -1.022, 2.117)
H (-0.482, 0.058, 0.013)
H (-1.588, -2.724, 0.912)
H (-1.623, -1.218, -1.065)
C (-0.566, -2.670, -5.063)
O (0.538, -2.337, -4.665)
N (-0.777, -3.177, -6.314)
N (-1.678, -2.553, -4.270)
H (-1.675, -3.455, -6.657)
H (0.023, -3.272, -6.910)
H (-1.512, -2.184, -3.351)
H (-2.603, -2.808, -4.555)
C (-2.601, 3.643, 3.380)
O (-1.654, 3.060, 3.894)
N (-3.778, 3.010, 3.089)
N (-2.556, 4.970, 3.073)
H (-4.570, 3.471, 2.684)
H (-3.853, 2.042, 3.333)
H (-1.712, 5.464, 3.292)
H (-3.321, 5.472, 2.665)

Summary:
HOMO level in eV: -11.8
Net charge: +1
Electronic energy in eV: -39163.551
Gap between HOMO and LUMO in eV: 8.5

=====

A molecular structure, C8H23BeN11O8 at a distorted geometry. Source: OMol25; level of theory: wB97M-V/def2-TZVPD.

Atoms and positions in Å:
Be (0.275, 0.628, 0.565)
C (0.312, 2.254, 3.029)
O (0.306, 2.972, 4.019)
O (0.868, 2.635, 1.985)
O (-0.167, 1.153, 3.040)
C (-2.996, 0.183, -0.506)
O (-2.210, 0.995, 0.047)
N (-4.075, -0.339, -0.040)
N (-2.804, -0.015, -1.768)
H (-4.580, -0.992, -0.622)
H (-4.555, 0.045, 0.761)
H (-1.996, 0.414, -2.196)
H (-3.424, -0.709, -2.160)
C (1.970, -1.707, 2.730)
O (1.905, -0.936, 1.778)
N (1.190, -1.601, 3.695)
N (2.654, -2.783, 2.852)
H (1.244, -2.092, 4.576)
H (0.661, -0.741, 3.646)
H (2.444, -3.548, 3.476)
H (3.466, -2.941, 2.271)
C (1.108, -1.542, -2.334)
O (0.495, -0.657, -1.707)
N (2.192, -2.065, -1.928)
N (0.650, -1.989, -3.436)
H (2.445, -2.964, -2.313)
H (2.534, -1.713, -1.046)
H (0.925, -2.907, -3.753)
H (-0.156, -1.524, -3.829)
C (-0.706, 3.487, -1.435)
O (0.016, 2.541, -1.094)
N (-1.956, 3.389, -1.725)
N (-0.279, 4.741, -1.499)
H (-2.471, 4.257, -1.760)
H (-2.332, 2.563, -1.280)
H (0.692, 4.882, -1.260)
H (-0.570, 5.401, -2.206)
C (-1.559, -2.536, 1.478)
O (-1.013, -1.814, 0.721)
N (-1.432, -2.468, 2.757)
N (-2.062, -3.662, 1.166)
H (-1.899, -3.122, 3.368)
H (-0.821, -1.767, 3.151)
H (-2.402, -4.168, 1.971)
H (-2.353, -3.642, 0.199)
C (3.558, 2.667, -2.591)
C (3.140, 1.774, -1.531)
N (2.763, 1.055, -0.716)
H (2.779, 2.799, -3.341)
H (4.507, 2.475, -3.091)
H (3.720, 3.634, -2.114)

Summary:
Spin multiplicity: 2
HOMO level (alpha / beta) in eV: 0.2 / -2.2
Net charge: -1
Electronic energy in eV: -41839.139
Gap between HOMO and LUMO (alpha / beta) in eV: 2.4 / 4.8

=====

A molecular structure, C8H23N10O14Pb at a distorted geometry. Source: OMol25; level of theory: wB97M-V/def2-TZVPD.

Atoms and positions in Å:
Pb (0.515, 0.254, -0.915)
O (2.646, 4.280, 0.187)
C (1.734, 3.849, -0.767)
O (1.056, 4.744, -1.310)
O (1.716, 2.642, -1.086)
H (2.525, 5.224, -0.019)
O (-3.220, 1.811, -0.149)
C (-2.507, 2.142, -1.313)
O (-3.168, 2.292, -2.363)
O (-1.270, 2.198, -1.216)
H (-2.597, 1.195, 0.267)
O (1.060, -0.267, -5.160)
C (0.889, -0.176, -3.821)
O (0.398, 0.883, -3.361)
O (1.288, -1.125, -3.083)
H (0.615, 0.535, -5.469)
C (3.610, 0.059, 0.675)
O (2.902, 0.116, -0.309)
N (3.848, 1.109, 1.498)
N (4.295, -1.086, 0.985)
H (4.290, 0.949, 2.382)
H (3.788, 2.021, 1.070)
H (4.889, -1.265, 1.774)
H (4.008, -1.930, 0.518)
C (0.501, -3.519, -0.353)
O (1.101, -2.496, -0.079)
N (0.180, -4.462, 0.600)
N (-0.072, -3.692, -1.600)
H (-0.327, -5.252, 0.248)
H (0.534, -4.320, 1.525)
H (0.086, -4.633, -1.940)
H (0.277, -2.955, -2.220)
C (-1.853, -0.776, 1.940)
O (-1.586, -0.119, 0.959)
N (-1.634, -2.116, 2.010)
N (-2.339, -0.239, 3.117)
H (-1.406, -2.628, 1.178)
H (-1.877, -2.626, 2.838)
H (-1.974, -0.532, 4.003)
H (-2.798, 0.651, 3.035)
C (0.835, 2.278, 2.427)
O (0.802, 1.533, 1.472)
N (0.875, 1.807, 3.714)
N (0.638, 3.617, 2.386)
H (0.893, 2.478, 4.458)
H (0.960, 0.820, 3.852)
H (0.777, 4.178, 1.560)
H (0.697, 4.202, 3.202)
C (-2.855, -1.294, -2.157)
O (-1.731, -0.920, -1.820)
N (-3.846, -0.429, -2.472)
N (-3.210, -2.602, -1.949)
H (-4.768, -0.791, -2.618)
H (-3.577, 0.563, -2.591)
H (-4.121, -2.970, -2.141)
H (-2.493, -3.210, -1.596)

Summary:
Energy above the lowest of the compared OMol25 structures with the same formula, charge and spin in kJ/mol: 116.3
HOMO level in eV: -4.2
Net charge: -1
Electronic energy in eV: -57492.220
Gap between HOMO and LUMO in eV: 6.2

=====

A gas-phase ion, C8H23N2O2Si (charge +1) at a distorted geometry. Source: OMol25; level of theory: wB97M-V/def2-TZVPD.

Atoms and positions in Å:
C (2.913, 0.515, -1.754)
O (1.592, 0.843, -1.171)
Si (1.147, 1.225, 0.377)
C (2.385, 1.790, 1.662)
O (-0.254, 2.076, 0.082)
C (-0.564, 3.467, -0.017)
C (0.154, -0.759, 0.736)
C (1.221, -1.807, 0.683)
C (-0.745, -0.761, 1.920)
N (-0.667, -0.816, -0.487)
C (-1.293, -2.114, -0.914)
C (-2.805, -1.806, -1.474)
N (-3.136, -0.548, -0.747)
H (3.242, -0.427, -1.392)
H (3.650, 1.353, -1.531)
H (2.566, 0.547, -2.829)
H (3.222, 2.449, 1.230)
H (1.991, 2.234, 2.513)
H (2.843, 0.942, 2.030)
H (-1.484, 3.769, -0.570)
H (0.356, 3.996, -0.217)
H (-0.738, 3.882, 1.033)
H (1.786, -1.766, -0.168)
H (1.779, -1.727, 1.563)
H (0.883, -2.884, 0.865)
H (-1.517, -0.058, 1.903)
H (-0.106, -0.623, 2.765)
H (-1.088, -1.851, 2.006)
H (-1.659, -0.173, -0.441)
H (-0.079, -0.439, -1.174)
H (-0.797, -2.717, -1.707)
H (-1.366, -2.817, -0.050)
H (-2.613, -1.536, -2.480)
H (-3.376, -2.777, -1.320)
H (-3.508, -0.776, 0.225)
H (-3.934, 0.095, -1.152)

Summary:
SMILES string: CO[Si](C)(OC)C(C)(C)[NH2+]CCN
Energy above the lowest of the compared OMol25 structures with the same formula, charge and spin in kJ/mol: 37.4
HOMO level in eV: -12.3
Net charge: +1
Electronic energy in eV: -23615.764
Gap between HOMO and LUMO in eV: 10.0

=====

2 unconnected molecules or ions with the total composition C8H23N2O3Si at a distorted geometry. Source: OMol25; level of theory: wB97M-V/def2-TZVPD.

Atoms and positions in Å:
C (0.480, 2.559, 1.086)
C (-0.060, 1.371, -1.160)
C (-2.257, -4.643, 0.475)
C (-0.353, -0.812, 2.020)
C (-5.183, -0.911, 0.413)
C (4.095, 1.379, -1.559)
C (2.929, 2.096, -0.734)
C (0.702, 1.304, 0.146)
N (3.487, 0.307, -2.353)
N (2.153, 1.106, 0.005)
O (-2.997, -3.442, 0.488)
O (-1.202, -1.839, 1.473)
O (-3.794, -0.949, 0.460)
Si (-2.639, -1.977, 0.836)
H (-0.582, 2.220, 1.551)
H (0.341, 3.417, 0.437)
H (1.141, 2.792, 1.882)
H (-0.763, 0.451, -1.243)
H (-0.706, 2.293, -1.034)
H (0.662, 1.490, -2.018)
H (-2.218, -5.055, 1.492)
H (-1.260, -4.295, 0.431)
H (-2.669, -5.359, -0.208)
H (0.343, 0.440, 0.919)
H (0.609, -1.420, 2.222)
H (-0.642, -0.294, 2.914)
H (-5.436, -1.309, -0.588)
H (-5.314, 0.187, 0.453)
H (-5.795, -1.192, 1.222)
H (4.576, 2.085, -2.146)
H (4.736, 1.004, -0.859)
H (2.240, 2.551, -1.460)
H (3.397, 2.813, -0.144)
H (4.163, -0.424, -2.647)
H (3.054, 0.777, -3.075)
H (2.313, 0.326, -0.639)
H (2.449, 0.953, 0.942)

Summary:
Energy above the lowest of the compared OMol25 structures with the same formula, charge and spin in kJ/mol: 458.0
HOMO level in eV: -8.8
Net charge: +1
Electronic energy in eV: -25659.485
Gap between HOMO and LUMO in eV: 5.7

=====

2 unconnected molecules or ions with the total composition C8H23N4OP at a distorted geometry. Source: OMol25; level of theory: wB97M-V/def2-TZVPD.

Atoms and positions in Å:
C (-2.249, -2.210, 0.155)
N (-0.951, -1.688, 0.566)
C (-0.126, -2.474, 1.532)
P (-0.331, -0.210, 0.106)
N (0.746, 0.376, 1.072)
N (0.180, -0.366, -1.502)
C (1.034, 0.803, -1.814)
C (0.849, -1.601, -1.743)
N (-1.771, 0.609, -0.183)
C (-2.370, 1.006, 1.029)
C (-2.509, 0.875, -1.369)
H (-2.211, -3.278, 0.252)
H (-3.038, -1.846, 0.737)
H (-2.326, -1.919, -0.819)
H (-0.659, -3.338, 1.890)
H (0.715, -2.806, 1.054)
H (0.153, -1.905, 2.360)
H (0.360, 0.797, 1.841)
H (0.927, 1.121, -2.838)
H (0.620, 1.641, -1.225)
H (2.103, 0.681, -1.531)
H (0.190, -2.448, -1.555)
H (1.235, -1.490, -2.718)
H (1.741, -1.598, -1.059)
H (-2.553, 2.020, 0.908)
H (-3.307, 0.582, 1.021)
H (-1.751, 0.764, 1.918)
H (-1.887, 0.338, -2.063)
H (-3.623, 0.425, -1.282)
H (-2.604, 1.986, -1.628)
C (3.910, 3.055, 1.408)
C (3.751, 1.919, 0.406)
O (4.347, 1.893, -0.662)
H (4.321, 2.806, 2.365)
H (4.724, 3.788, 1.060)
H (2.944, 3.494, 1.268)
H (3.053, 1.069, 0.826)

Summary:
SMILES string: CN(C)P(=N)(N(C)C)N(C)C.CC=O
HOMO level in eV: -8.5
Electronic energy in eV: -25963.547
Gap between HOMO and LUMO in eV: 9.2

=====

Among the records above, which one has the highest electronic energy? C8H22N3

=====

Which value of electronic energy does entry 8 give? -25963.547 eV

=====

Copy entry 2 word for word.
2 unconnected molecules or ions with the total composition C8H22N3 at a distorted geometry. Source: OMol25; level of theory: wB97M-V/def2-TZVPD.

Atoms and positions in Å:
C (-4.087, -1.685, 0.881)
C (3.489, 0.441, 0.555)
C (3.451, -1.771, -0.534)
C (-0.197, 2.594, -0.457)
C (1.699, -0.178, -1.134)
C (-3.598, -0.345, 0.194)
C (2.546, -0.629, -0.028)
C (-0.414, 1.101, -0.288)
N (-0.355, 0.692, 1.167)
N (-1.611, 0.683, -0.873)
N (-2.207, -0.510, -0.310)
H (-3.662, -1.815, 1.877)
H (-5.161, -1.707, 0.784)
H (-3.773, -2.540, 0.144)
H (3.764, 1.250, -0.224)
H (3.008, 0.889, 1.348)
H (4.384, -0.094, 0.983)
H (4.099, -2.142, 0.335)
H (4.233, -1.451, -1.211)
H (2.751, -2.557, -0.989)
H (0.104, 2.828, -1.464)
H (-1.026, 3.212, -0.207)
H (0.542, 3.010, 0.116)
H (1.041, -0.941, -1.571)
H (1.954, 0.680, -1.840)
H (-3.586, 0.462, 0.923)
H (-4.237, 0.039, -0.552)
H (2.029, -1.091, 0.752)
H (-1.240, 1.032, 1.719)
H (-0.344, -0.355, 1.277)
H (-1.709, 1.065, -1.830)
H (0.519, 1.085, 1.501)
H (-2.407, -1.253, -1.043)

Summary:
Energy above the lowest of the compared OMol25 structures with the same formula, charge and spin in kJ/mol: 630.7
HOMO level (alpha / beta) in eV: -11.2 / -11.3
Net charge: +1
Electronic energy in eV: -13111.826
Gap between HOMO and LUMO (alpha / beta) in eV: 7.7 / 8.3

=====

Number 4 is which compound? C8H23BeN11O8